Molecular formula: C8H18I2NOOsP2
Method: DFT, ωB97M-V/def2-TZVPD

Calculated values
Net charge   +3
2S+1   5
Energy above the lowest of the compared OMol25 structures with the same formula, charge and spin   6.91 kcal per mole
Kohn-Sham gap (alpha / beta)   0.2673 / 0.1897 Ha

Positions of all 33 atoms, in Å:
Os (0.05, -0.13, 0.35)
I (-2.73, -0.01, -0.24)
I (3.40, 0.46, 0.17)
P (-0.02, -2.41, -0.17)
P (0.03, 2.29, -0.22)
O (-0.80, 0.38, 3.19)
N (2.15, -1.45, 2.17)
C (-1.28, 2.99, -1.31)
C (-0.20, 3.23, 1.31)
C (1.51, -3.05, -0.97)
C (1.36, -0.93, 1.45)
C (1.50, 3.04, -0.96)
C (-0.63, 0.29, 2.03)
C (-0.26, -3.44, 1.29)
C (-1.32, -3.07, -1.36)
H (-0.31, -4.49, 1.06)
H (-1.17, -3.09, 1.75)
H (0.61, 2.99, 2.00)
H (1.39, -4.12, -1.23)
H (-1.31, 2.45, -2.25)
H (0.51, -3.33, 2.06)
H (-1.34, -2.49, -2.32)
H (-1.11, -4.15, -1.59)
H (-0.18, 4.31, 1.12)
H (-2.32, -2.96, -0.87)
H (2.34, 2.94, -0.27)
H (-2.26, 2.92, -0.84)
H (2.32, -2.94, -0.24)
H (1.77, 2.50, -1.87)
H (1.34, 4.09, -1.21)
H (1.77, -2.48, -1.87)
H (-1.15, 2.98, 1.79)
H (-1.07, 4.04, -1.54)

Molecular formula: C8H18I2NOP2STc
Method: DFT, ωB97M-V/def2-TZVPD

Calculated values
Net charge   +3
2S+1   4
Energy above the lowest of the compared OMol25 structures with the same formula, charge and spin   0.00 kcal per mole
Kohn-Sham gap (alpha / beta)   0.2592 / 0.1877 Ha

Positions of all 34 atoms, in Å:
I (-5.74, 0.10, -2.38)
I (-5.59, 2.79, -1.69)
Tc (0.14, -0.58, -0.08)
S (2.23, 0.06, 0.94)
P (0.92, 0.43, -1.98)
P (-0.75, -0.50, 2.04)
O (-2.45, 0.91, -0.81)
N (4.52, -1.49, 1.56)
C (-0.12, 1.07, -3.36)
C (3.52, -0.94, 1.26)
C (-1.48, 0.32, -0.54)
C (-0.38, -2.24, 2.52)
C (0.11, 0.50, 3.31)
C (2.25, 1.68, -1.83)
C (1.78, -1.04, -2.69)
C (-2.53, -0.27, 2.44)
H (-3.13, -0.89, 1.76)
H (0.47, 1.25, -4.28)
H (-0.91, 0.34, -3.57)
H (-0.65, -2.41, 3.57)
H (2.96, 1.39, -1.04)
H (-0.16, 1.55, 3.17)
H (2.46, -1.45, -1.93)
H (1.20, 0.42, 3.19)
H (1.80, 2.63, -1.52)
H (-0.16, 0.19, 4.33)
H (-0.98, -2.89, 1.86)
H (-2.81, 0.78, 2.27)
H (-0.59, 2.01, -3.04)
H (0.68, -2.43, 2.34)
H (1.01, -1.78, -2.93)
H (2.79, 1.83, -2.77)
H (-2.77, -0.55, 3.48)
H (2.33, -0.76, -3.60)